86
Properties=species:S:1:pos:R:3:forces:R:3 method="wB97M-V/def2-TZVPD" total_charge=-1 orbital_gap_ev=6.29 lumo_ev=2.23 homo_ev=-4.06 de_lowest_kj_mol=96.36
Sr -0.2155 0.1266 0.8926 0.039 -0.380 -0.435
C -2.5798 -2.2093 -0.7894 -0.029 0.049 -0.008
C -3.2134 -0.8178 -0.7294 0.118 -0.039 0.012
N -2.8991 -0.1230 0.5077 -0.012 -0.022 0.161
C -3.5529 -0.5878 1.7226 -0.038 0.036 -0.015
C -2.8647 -1.7595 2.3890 -0.042 0.013 -0.022
C -3.5959 -2.7576 3.0251 0.041 -0.015 0.006
C -2.9105 -3.7910 3.6398 0.004 0.001 0.005
C -1.5268 -3.8239 3.5675 -0.028 -0.018 0.019
C -0.8711 -2.7959 2.9040 -0.008 0.044 -0.056
C 0.6330 -2.7828 2.7338 -0.020 0.073 -0.032
N 1.0240 -2.3436 1.4023 -0.057 0.044 -0.009
C 0.8589 -3.3251 0.3361 0.008 0.009 0.023
C -0.5785 -3.4506 -0.1622 -0.063 0.035 0.038
N -1.1543 -2.1680 -0.5321 0.082 -0.067 -0.110
N -1.5361 -1.7744 2.3627 0.065 0.022 -0.005
H -3.0335 -2.8461 -0.0225 -0.015 0.019 -0.001
H -2.8417 -2.6610 -1.7594 0.008 -0.025 0.012
H -2.8093 -0.2111 -1.5459 -0.030 0.001 -0.007
H -4.2981 -0.9208 -0.8926 0.000 -0.008 -0.013
H -3.0179 0.8789 0.4263 -0.005 -0.006 -0.017
H -3.5141 0.2397 2.4366 0.009 -0.004 -0.014
H -4.6064 -0.8519 1.5443 -0.001 -0.004 0.032
H -4.6774 -2.7224 3.0328 -0.005 0.019 -0.016
H -3.4512 -4.5794 4.1492 0.004 -0.001 -0.005
H -0.9628 -4.6412 3.9976 0.011 0.008 0.001
H 1.0464 -2.0627 3.4434 0.028 -0.027 0.011
H 1.0220 -3.7830 2.9774 0.007 0.008 0.005
H 1.9763 -1.9965 1.4122 0.010 0.002 0.032
H 1.5014 -3.0138 -0.4871 0.003 -0.003 -0.021
H 1.1850 -4.3282 0.6572 0.038 0.018 -0.036
H -0.5799 -4.1740 -0.9932 -0.009 -0.019 0.008
H -1.2062 -3.8835 0.6237 -0.012 0.003 -0.028
H -0.6078 -1.7508 -1.2899 -0.017 0.077 0.024
O 2.6585 2.0632 3.5640 0.023 -0.046 -0.054
S 1.4135 1.6872 2.9582 -0.078 0.071 0.089
O 0.2986 2.4239 3.7526 0.029 -0.061 -0.064
O 1.1060 0.2303 3.0418 0.016 0.107 0.147
O 1.2760 2.0717 1.5383 0.111 0.108 0.017
C -2.2930 4.0352 -0.3301 0.016 0.042 0.068
As -1.1954 2.6883 -1.2321 0.029 -0.006 0.042
C -1.8348 3.0006 -3.0584 -0.014 -0.031 -0.024
C 0.4799 3.6739 -1.3602 0.099 -0.047 0.129
H -2.1304 5.0337 -0.7387 0.021 -0.020 -0.031
H -2.0360 4.0183 0.7290 -0.005 -0.013 -0.003
H -3.3484 3.7765 -0.4318 0.004 -0.016 0.002
H -1.7936 4.0623 -3.3045 -0.002 0.006 0.003
H -2.8633 2.6486 -3.1500 0.008 0.007 -0.031
H -1.2068 2.4467 -3.7571 -0.011 0.016 0.007
H 0.3171 4.7019 -1.6864 -0.060 -0.014 -0.018
H 1.1335 3.1597 -2.0655 -0.016 -0.012 -0.005
H 0.9548 3.6591 -0.3782 0.003 0.010 -0.022
N -1.4455 0.8490 4.4641 0.001 0.062 0.044
C -1.2631 1.9524 3.5701 -0.155 0.042 -0.001
O -1.5603 1.7109 2.3358 0.188 -0.095 -0.051
C -1.9368 3.2419 4.0464 -0.008 -0.034 -0.047
I -1.5770 3.8482 6.0699 0.008 0.014 0.020
H -0.8608 0.0928 4.1182 -0.051 0.005 0.023
H -1.1121 1.0882 5.3919 0.021 -0.006 -0.019
H -3.0130 3.1238 3.9698 0.006 -0.035 -0.025
H -1.5886 4.0541 3.4187 -0.007 0.019 0.029
C 3.3044 1.9071 -6.0128 -0.022 -0.006 0.008
C 3.8733 1.7405 -4.7562 0.001 0.004 -0.023
C 3.1374 1.2043 -3.7109 0.044 -0.004 0.012
C 1.8087 0.8113 -3.8945 -0.036 0.016 0.004
C 1.2476 1.0026 -5.1603 -0.031 0.000 -0.010
C 1.9805 1.5372 -6.2085 0.033 0.011 -0.013
C 0.9678 0.2590 -2.8045 0.008 -0.053 0.031
C 1.3214 -0.3652 -1.6713 -0.296 0.109 0.273
C 2.6793 -0.7365 -1.3076 -0.065 -0.012 -0.010
C 3.3200 -0.1552 -0.1941 -0.055 0.019 -0.070
C 4.5590 -0.6006 0.2341 0.036 -0.011 0.017
C 5.2007 -1.6550 -0.4100 0.012 -0.004 0.021
C 4.5789 -2.2490 -1.5012 0.001 0.000 -0.012
C 3.3447 -1.7999 -1.9449 0.005 -0.005 0.000
H 3.8822 2.3293 -6.8257 0.002 0.000 0.000
H 4.9007 2.0395 -4.5854 0.000 -0.001 0.006
H 3.5914 1.0974 -2.7353 -0.001 -0.005 -0.004
H 0.2117 0.7175 -5.3176 0.008 0.002 0.001
H 1.5181 1.6683 -7.1800 -0.003 -0.002 0.001
H -0.1026 0.4033 -3.0023 0.062 0.005 -0.023
H 2.8310 0.6642 0.3249 0.055 0.003 0.027
H 5.0235 -0.1244 1.0899 -0.016 0.013 0.001
H 6.1636 -2.0081 -0.0626 0.000 -0.002 -0.004
H 5.0635 -3.0707 -2.0178 0.000 0.002 0.001
H 2.8720 -2.2685 -2.8018 -0.002 0.001 0.003

80
Properties=species:S:1:pos:R:3:forces:R:3 method="wB97M-V/def2-TZVPD" total_charge=-1 orbital_gap_ev="5.15 / 6.04" lumo_ev="2.70 / 2.69" homo_ev="-2.45 / -3.35" de_lowest_kj_mol=72.60
Pd -0.3991 -0.7647 -0.3935 -0.170 -0.276 0.209
Cl -6.8213 1.8698 -3.0680 -0.282 0.122 0.000
C -5.2145 1.2130 -2.8885 -0.056 0.033 0.232
C -4.3716 1.1728 -3.9920 0.142 -0.057 -0.009
C -3.1097 0.6575 -3.8461 -0.143 0.004 -0.211
C -2.6363 0.1007 -2.6254 -0.153 -0.005 0.043
O -1.4637 -0.3772 -2.5565 0.234 -0.072 0.127
C -3.5390 0.1563 -1.5029 0.308 0.073 -0.434
C -3.1888 -0.2965 -0.1849 -0.129 -0.003 0.466
N -2.4020 -1.2882 0.1358 -0.009 -0.122 -0.542
C -2.4249 -1.7856 1.4104 -0.634 -0.082 0.522
C -3.5976 -1.8354 2.1757 0.223 0.172 -0.481
C -3.5812 -2.2903 3.4856 0.249 -0.113 0.513
C -2.4080 -2.6925 4.0872 -0.449 0.020 0.175
C -1.2180 -2.7317 3.3457 0.079 0.080 -0.201
C 0.0132 -3.1600 3.8890 0.164 0.060 -0.200
C 1.1238 -3.2039 3.0815 -0.214 -0.120 0.395
C 0.9980 -2.8615 1.7364 -0.164 0.081 -0.358
N -0.1315 -2.4256 1.2001 0.407 0.270 -0.048
C -1.2267 -2.3136 1.9842 -0.141 -0.218 0.237
C -4.7950 0.7475 -1.6663 -0.096 0.056 -0.083
H -4.7098 1.5468 -4.9471 -0.046 0.045 -0.076
H -2.4453 0.6196 -4.6986 0.128 0.012 -0.002
H -3.7086 0.2287 0.6296 0.032 -0.081 -0.023
H -4.5273 -1.5019 1.7365 0.002 -0.020 -0.050
H -4.5064 -2.2957 4.0513 0.032 0.000 0.009
H -2.3847 -2.9761 5.1315 -0.034 -0.066 0.033
H 0.0540 -3.4541 4.9307 0.035 -0.007 0.013
H 2.0779 -3.5421 3.4612 0.059 -0.003 0.016
H 1.8316 -2.9735 1.0526 0.008 0.083 -0.030
H -5.4630 0.8003 -0.8171 -0.078 0.036 0.072
C 0.0692 -4.3667 -1.0773 0.075 0.348 0.066
C 0.2929 -3.0669 -1.8478 0.298 -1.029 -0.442
N -0.6033 -2.8740 -2.8524 0.022 0.177 -0.226
O 1.2936 -2.3779 -1.7101 0.148 -0.273 -0.057
H 0.0535 -5.1991 -1.7793 0.002 -0.038 -0.076
H -0.8827 -4.3322 -0.5495 -0.043 -0.019 0.031
H 0.8699 -4.5108 -0.3569 -0.053 -0.014 -0.054
H -1.5204 -3.2794 -2.7260 0.133 0.064 0.070
H -0.6445 -1.9113 -3.1956 -0.160 -0.164 0.178
C 4.4667 1.8673 0.2128 -0.150 -0.015 -0.020
C 3.6960 0.5821 -0.0142 -0.396 0.201 0.004
C 4.1158 -0.0791 -1.3185 -0.307 0.074 0.009
C 3.9686 -0.3898 1.1230 -0.292 0.106 -0.005
Sb 1.4535 0.8592 -0.1372 -0.024 0.935 0.235
C 0.8079 1.8115 1.8404 0.311 -0.061 -0.361
C 0.9510 0.7194 2.8934 0.105 -0.074 -0.261
C -0.6751 2.1212 1.6907 0.076 -0.150 -0.275
C 1.5726 3.0572 2.2571 -0.011 -0.172 -0.141
C 1.0216 2.3988 -1.7566 0.288 -0.042 0.379
C -0.4739 2.6725 -1.6788 0.038 -0.221 0.280
C 1.2850 1.6342 -3.0482 0.071 -0.244 0.283
C 1.7919 3.7097 -1.7142 0.002 -0.239 0.067
H 5.5382 1.6554 0.2569 0.193 -0.012 0.002
H 4.1775 2.3354 1.1498 0.031 0.124 0.108
H 4.2950 2.5776 -0.5903 0.041 0.143 -0.086
H 5.1547 -0.4095 -1.2550 0.184 -0.042 0.038
H 4.0366 0.6137 -2.1531 0.011 0.022 -0.143
H 3.4854 -0.9444 -1.5218 0.002 -0.111 -0.148
H 5.0246 -0.6685 1.1359 0.178 -0.037 -0.047
H 3.3765 -1.2933 0.9939 -0.029 -0.159 0.096
H 3.7311 0.0515 2.0884 0.003 -0.033 0.123
H 0.3954 -0.1672 2.5850 0.026 -0.091 0.066
H 0.5474 1.0513 3.8532 -0.084 0.122 0.108
H 1.9930 0.4457 3.0480 0.041 -0.104 0.084
H -1.1839 1.2932 1.1793 -0.044 0.169 0.048
H -0.8322 3.0367 1.1272 -0.103 0.074 -0.102
H -1.1404 2.2475 2.6702 0.007 0.034 0.212
H 2.5977 2.8128 2.5299 0.121 0.055 0.046
H 1.0906 3.5108 3.1273 -0.014 0.097 0.150
H 1.5946 3.7957 1.4577 0.017 0.139 -0.018
H -1.0085 1.7492 -1.4424 -0.136 0.091 -0.028
H -0.8414 3.0268 -2.6426 -0.023 0.079 -0.176
H -0.7124 3.4239 -0.9296 -0.032 0.080 0.079
H 0.6763 0.7280 -3.0487 0.010 -0.061 -0.155
H 2.3325 1.3553 -3.1519 0.091 -0.023 -0.085
H 1.0052 2.2365 -3.9151 -0.072 0.146 -0.092
H 1.6181 4.2403 -0.7783 0.034 0.084 0.045
H 1.4513 4.3508 -2.5320 -0.008 0.123 -0.098
H 2.8627 3.5564 -1.8341 0.119 0.040 -0.024

107
Properties=species:S:1:pos:R:3:forces:R:3 method="wB97M-V/def2-TZVPD" total_charge=-1 orbital_gap_ev=6.78 lumo_ev=1.63 homo_ev=-5.15
N 3.6772 -2.8566 -0.9226 0.040 0.259 -0.050
P 3.5738 -1.6734 -1.9557 0.012 -0.475 -0.220
C 3.1263 -0.0372 -1.5021 0.009 -0.379 1.452
P 4.5028 0.7650 -0.7451 -0.402 0.700 -0.368
O 4.4384 2.2490 -0.5937 0.041 -0.078 0.200
C 1.8918 0.0061 -0.6852 -0.248 0.409 -0.622
F 1.8162 -0.8029 0.4555 0.083 0.307 -0.199
F 1.6294 1.2905 -0.1687 0.241 -0.529 -0.141
C 0.5821 -0.3088 -1.4522 -0.289 -0.260 -0.283
F 0.6610 -0.0504 -2.7973 0.023 0.120 0.515
F 0.2415 -1.6510 -1.3789 0.107 0.498 0.052
H 4.5898 -3.2929 -0.8967 -0.054 -0.106 0.041
H 4.7571 -1.4541 -2.6867 -0.034 0.095 -0.218
H 2.6460 -1.9664 -2.9797 -0.041 0.012 -0.096
H 5.5540 0.3589 -1.5880 0.137 -0.234 0.101
H 4.8233 0.1435 0.4813 0.101 -0.032 0.041
H -0.2286 0.3019 -1.0408 0.199 -0.428 -0.093
C 2.3294 4.3705 -0.5422 0.131 0.039 0.044
C 1.9194 4.8559 0.8311 0.008 -0.168 0.000
O 1.8042 6.2813 0.6405 -0.037 -0.071 0.134
C 1.5863 6.5132 -0.6688 -0.083 -0.005 -0.045
O 1.2846 7.5794 -1.1200 0.045 0.083 -0.040
O 1.7453 5.3991 -1.3909 0.093 -0.146 0.044
H 1.9354 3.3954 -0.7990 -0.074 0.113 -0.143
H 3.4086 4.3560 -0.6815 -0.021 0.012 -0.048
H 0.9347 4.4708 1.1119 -0.018 0.030 -0.033
H 2.6261 4.6427 1.6286 0.024 0.092 -0.200
C 4.1861 6.2070 -3.3956 -0.012 0.153 -0.109
C 4.5580 6.8041 -4.7413 -0.104 0.027 0.061
O 5.8977 6.3411 -4.9227 0.001 0.041 -0.045
C 6.0679 5.2184 -4.1714 -0.089 0.107 -0.037
O 7.0187 4.5129 -4.2434 0.090 -0.080 0.011
O 5.0116 5.0366 -3.3570 -0.028 -0.032 0.059
H 3.1378 5.9427 -3.3081 0.033 -0.185 0.032
H 4.4591 6.8582 -2.5632 0.027 -0.003 -0.001
H 3.9380 6.4141 -5.5508 -0.007 -0.021 0.006
H 4.5354 7.8903 -4.7604 0.097 0.011 0.017
C -1.6772 -3.7544 0.1042 -0.095 0.115 -0.009
C -2.1608 -3.1696 1.4181 0.099 0.041 -0.098
O -2.6912 -4.3272 2.0898 -0.070 0.102 0.058
C -2.1060 -5.4230 1.5704 0.057 -0.041 -0.096
O -2.2241 -6.5211 2.0245 0.107 -0.075 0.006
O -1.3872 -5.1222 0.4805 0.035 0.157 0.026
H -0.7901 -3.2558 -0.2704 0.163 -0.231 0.024
H -2.4510 -3.7750 -0.6635 0.098 -0.028 0.236
H -1.3450 -2.7634 2.0165 0.013 -0.024 0.022
H -2.9384 -2.4199 1.3058 -0.102 -0.079 0.012
C 0.2345 4.7151 5.8050 0.012 0.061 0.027
C 0.7130 6.1563 5.8654 -0.079 -0.039 -0.013
O 2.0363 6.0605 5.3263 0.013 0.096 0.131
C 2.1083 4.9587 4.5509 -0.213 -0.033 -0.095
O 2.9947 4.6866 3.8161 0.304 0.024 0.065
O 0.9944 4.2006 4.7039 -0.115 -0.017 0.179
H -0.8284 4.6104 5.6031 0.012 -0.029 -0.111
H 0.4934 4.1490 6.7008 0.019 0.019 0.020
H 0.1246 6.8159 5.2260 -0.013 -0.011 -0.015
H 0.7522 6.5654 6.8706 0.113 -0.014 0.014
C -1.2009 3.2738 2.8428 -0.025 -0.123 -0.160
C -1.8026 2.6083 1.6220 0.118 0.028 -0.013
O -2.9488 1.9412 2.1766 -0.006 -0.050 -0.114
C -3.3043 2.5699 3.3183 0.101 0.047 -0.024
O -4.3047 2.3654 3.9234 -0.122 -0.028 0.058
O -2.3585 3.4683 3.6748 0.086 0.061 0.060
H -0.7291 4.2272 2.6308 -0.091 0.069 0.064
H -0.4957 2.6309 3.3652 0.026 -0.023 -0.008
H -2.1455 3.3354 0.8854 -0.024 0.060 0.011
H -1.1419 1.8901 1.1452 -0.027 -0.081 0.039
C -3.4552 1.2243 -1.5088 -0.171 0.043 0.013
C -3.8506 2.4713 -2.2823 -0.021 -0.123 -0.016
O -2.7884 3.3755 -1.9588 -0.027 0.036 -0.033
C -1.6981 2.6558 -1.6061 -0.081 0.050 -0.036
O -0.6157 3.1014 -1.4233 0.034 0.040 0.034
O -2.0282 1.3494 -1.4600 -0.193 -0.002 -0.009
H -3.7276 0.2942 -1.9969 0.098 -0.066 -0.085
H -3.8426 1.2284 -0.4884 0.015 0.030 0.020
H -3.8546 2.3093 -3.3612 0.014 -0.023 -0.002
H -4.8018 2.8954 -1.9748 0.047 0.075 0.068
C -5.1060 -7.0324 2.9442 -0.088 0.105 0.041
C -5.5156 -5.6769 3.4911 0.081 -0.046 -0.036
O -6.8210 -5.9466 4.0246 0.013 0.106 -0.006
C -6.9107 -7.2679 4.2965 0.054 0.057 -0.035
O -7.8033 -7.7731 4.8976 -0.074 -0.051 0.045
O -5.8481 -7.9265 3.7932 0.082 -0.060 -0.075
H -4.0422 -7.2192 3.0129 -0.047 -0.140 0.117
H -5.4356 -7.1795 1.9141 -0.023 0.000 0.002
H -4.8656 -5.3441 4.3010 0.009 -0.017 0.011
H -5.5764 -4.8974 2.7382 -0.101 -0.005 -0.014
C 1.8468 -7.8690 0.3424 -0.092 0.054 -0.017
C 1.3657 -6.8724 -0.6979 -0.075 -0.146 0.097
O 2.5622 -6.1517 -0.9982 0.017 0.023 -0.067
C 3.6244 -6.9237 -0.6978 -0.226 -0.120 0.051
O 4.7513 -6.7047 -0.9931 0.147 0.071 -0.055
O 3.2222 -8.0283 -0.0078 0.053 -0.034 0.059
H 1.3409 -8.8298 0.3001 0.063 -0.039 -0.051
H 1.7796 -7.4692 1.3557 0.010 0.025 -0.005
H 1.0188 -7.3614 -1.6110 -0.011 -0.030 0.014
H 0.5914 -6.2108 -0.3223 0.139 0.160 -0.061
C -1.3246 -3.3048 -4.6430 0.042 0.124 -0.083
C -1.7551 -1.8482 -4.6331 0.270 0.055 0.061
O -2.9743 -1.9041 -3.8726 -0.109 0.081 0.015
C -2.9393 -3.0010 -3.0874 0.260 0.142 -0.298
O -3.7116 -3.2272 -2.2099 -0.273 0.034 0.016
O -1.9061 -3.7932 -3.4248 -0.061 -0.119 0.013
H -0.2482 -3.4434 -4.6200 0.010 -0.001 0.155
H -1.7486 -3.8620 -5.4799 -0.037 -0.012 0.024
H -1.0456 -1.2119 -4.1025 0.015 -0.043 0.009
H -1.9491 -1.4325 -5.6174 -0.154 -0.061 0.001